1.
Formula: C56H71B2O7
Source: the OMol25 dataset
Level of theory: wB97M-V/def2-TZVPD

- E_HOMO: -4.323 eV
- Kohn-Sham gap: 6.41 eV
- Strongest force on any atom: 0.0151 hartree/bohr
- Total charge: -1
- LUMO energy: 0.07675 Ha

Last column: Mulliken charge in e.
Element x y z (Å)
C 3.1598 5.9199 0.9847  -1.371
C 3.5741 5.1826 -0.0392  -0.807
C 3.1019 3.7817 -0.4081  1.974
C 2.8642 2.9981 0.8999  -1.255
O 4.1023 2.9830 1.6017  -0.039
O 3.9276 2.1320 2.7440  -0.348
O 4.0903 3.1195 -1.1067  -0.569
B 3.5449 2.4086 -2.3148  0.904
C 4.5590 2.6388 -3.5655  -0.328
C 6.0283 2.7003 -3.1069  -1.052
C 3.2534 0.7921 -2.0480  -0.601
O 4.1676 0.1198 -1.1523  -0.426
C 3.5559 -0.5869 -0.1199  -0.375
O 2.2090 3.0787 -2.5164  -0.727
C 1.8050 3.7817 -1.3602  0.458
C 0.6083 3.0711 -0.7124  -0.959
C -0.6789 3.1306 -1.5407  -1.196
C -1.7228 2.1014 -1.0741  1.314
C -2.6043 2.7228 0.0127  -1.701
C -2.6063 1.6252 -2.2332  -1.690
B 1.5656 5.2626 -1.9043  1.015
O 0.3698 5.9868 -1.7363  -0.691
O 2.5740 5.8580 -2.6208  -0.630
H 3.7576 6.7438 1.3566  0.307
H 2.2156 5.7336 1.4891  0.263
H 4.3026 5.5857 -0.7340  0.467
H 2.5975 1.9702 0.6556  0.316
H 2.0962 3.4547 1.5354  0.321
H 3.7042 2.7841 3.4246  0.232
H 4.3008 3.5573 -4.1059  0.133
H 4.4848 1.8088 -4.2800  0.231
H 6.2905 3.6861 -2.7208  0.177
H 6.7188 2.4773 -3.9299  0.328
H 6.2241 1.9585 -2.3295  0.148
H 2.2221 0.6394 -1.6942  0.092
H 3.3079 0.2695 -3.0169  0.352
H 2.6131 -0.1204 0.1975  -0.130
H 4.2281 -0.6159 0.7424  0.265
H 3.3345 -1.6255 -0.4202  0.355
H 0.4068 3.4661 0.2897  0.315
H 0.8787 2.0151 -0.6302  0.207
H -1.1181 4.1213 -1.4107  0.315
H -0.4404 3.0055 -2.5986  0.265
H -1.2213 1.2340 -0.6324  0.094
H -3.2044 3.5295 -0.4175  0.382
H -2.0002 3.1565 0.8131  0.373
H -3.2853 1.9914 0.4549  0.417
H -3.0502 0.6511 -2.0056  0.465
H -3.4349 2.3180 -2.4049  0.298
H -2.0230 1.5086 -3.1472  0.448
H 0.3615 6.5703 -0.9704  0.301
H 2.5486 6.8150 -2.5039  0.273
C -6.0311 -1.3263 -4.4867  -0.396
C -5.5205 -0.0575 -4.2507  -0.360
C -4.7826 0.5880 -5.2337  -0.331
C -4.5595 -0.0356 -6.4534  -0.432
C -5.0713 -1.3047 -6.6897  -0.431
C -5.8073 -1.9512 -5.7064  -0.422
H -6.6044 -1.8292 -3.7172  0.437
H -5.6938 0.4297 -3.2996  0.394
H -4.3772 1.5738 -5.0459  0.366
H -3.9828 0.4671 -7.2193  0.374
H -4.8956 -1.7912 -7.6411  0.392
H -6.2041 -2.9414 -5.8921  0.429
C 0.3687 -4.1155 -0.2925  -0.700
C 0.5950 -3.0813 0.6048  -0.473
C 0.7734 -3.3606 1.9526  0.062
C 0.7315 -4.6716 2.4063  -0.527
C 0.5066 -5.7061 1.5083  -0.261
C 0.3235 -5.4270 0.1608  -0.176
H 0.2312 -3.8981 -1.3437  0.398
H 0.6371 -2.0577 0.2553  0.571
H 0.9455 -2.5494 2.6489  0.148
H 0.8756 -4.8870 3.4579  0.379
H 0.4754 -6.7308 1.8598  0.349
H 0.1443 -6.2343 -0.5390  0.223
C 7.0048 3.2363 3.3272  -0.240
C 7.0725 4.6191 3.2185  -0.322
C 8.2217 5.2952 3.6055  -0.443
C 9.3106 4.5880 4.0980  -0.364
C 9.2468 3.2051 4.2042  -0.328
C 8.0945 2.5317 3.8212  -0.606
H 6.1023 2.7224 3.0242  0.551
H 6.2247 5.1636 2.8207  0.394
H 8.2713 6.3738 3.5193  0.355
H 10.2099 5.1138 4.3951  0.342
H 10.0974 2.6519 4.5834  0.348
H 8.0439 1.4531 3.9035  0.369
C 1.3990 -0.1916 4.7625  -0.587
C 0.7035 -1.1046 5.5436  -0.407
C 0.6017 -0.9120 6.9148  -0.468
C 1.1923 0.1975 7.5045  -0.554
C 1.8865 1.1116 6.7230  -0.363
C 1.9910 0.9153 5.3527  0.166
H 1.4825 -0.3367 3.6927  0.417
H 0.2381 -1.9673 5.0818  0.412
H 0.0608 -1.6255 7.5240  0.405
H 1.1094 0.3504 8.5735  0.389
H 2.3463 1.9778 7.1823  0.383
H 2.5325 1.6198 4.7354  0.222
C -4.1896 -0.2274 7.0807  -0.535
C -5.0256 0.5401 7.8804  -0.345
C -4.5261 1.6604 8.5302  -0.371
C -3.1928 2.0150 8.3751  -0.492
C -2.3567 1.2486 7.5744  -0.243
C -2.8555 0.1251 6.9294  -0.195
H -4.5784 -1.1016 6.5738  0.363
H -6.0666 0.2658 7.9962  0.354
H -5.1765 2.2582 9.1565  0.353
H -2.8043 2.8915 8.8785  0.359
H -1.3171 1.5236 7.4511  0.375
H -2.2016 -0.4730 6.3082  0.382
C -8.9615 -1.3186 -7.5192  -0.358
C -9.2611 -1.8988 -6.2945  -0.177
C -10.4079 -2.6676 -6.1504  -0.536
C -11.2535 -2.8622 -7.2344  -0.322
C -10.9528 -2.2845 -8.4604  -0.401
C -9.8083 -1.5110 -8.6020  -0.409
H -8.0657 -0.7190 -7.6231  0.386
H -8.5980 -1.7456 -5.4543  0.379
H -10.6421 -3.1164 -5.1932  0.360
H -12.1465 -3.4645 -7.1242  0.357
H -11.6111 -2.4372 -9.3065  0.352
H -9.5764 -1.0576 -9.5575  0.361
C 0.4055 -11.2234 -2.0756  -0.350
C -0.4349 -10.4597 -1.2774  -0.514
C 0.0599 -9.3410 -0.6210  -0.145
C 1.3929 -8.9829 -0.7674  -0.116
C 2.2330 -9.7454 -1.5672  -0.554
C 1.7396 -10.8670 -2.2193  -0.343
H 0.0203 -12.0964 -2.5871  0.351
H -1.4760 -10.7357 -1.1673  0.349
H -0.5946 -8.7466 0.0048  0.331
H 1.7772 -8.1083 -0.2576  0.282
H 3.2716 -9.4633 -1.6828  0.364
H 2.3950 -11.4630 -2.8417  0.352

Atoms 1-2, force components in eV/Å:
C -0.204 0.219 0.062
C -0.025 -0.120 -0.330



2.
Formula: C56H77AsBN9PRbS4
Source: the OMol25 dataset
Level of theory: wB97M-V/def2-TZVPD

- E_HOMO: -6.531 eV
- Kohn-Sham gap: 6.85 eV
- Strongest force on any atom: 0.0130 hartree/bohr
- LUMO energy: 0.01159 Ha

Last column: Mulliken charge in e.
Element x y z (Å)
Rb -0.3949 -0.2911 1.6449  -0.030
C -4.8298 -4.2107 -2.3656  -1.705
C -3.4572 -3.7976 -1.8218  1.145
C -2.3651 -4.1055 -2.8547  -1.385
C -3.1682 -4.6384 -0.5832  -1.836
N -3.4896 -2.3192 -1.6133  0.506
C -3.6780 -1.5058 -2.7237  -0.675
C -3.6033 -0.2263 -2.3235  -1.061
N -3.3792 -0.2111 -0.9667  0.439
B -3.1177 1.0306 -0.0599  1.437
N -2.8424 2.2594 -0.9606  0.650
C -3.8334 3.0142 -1.5477  -1.076
C -3.2625 4.0648 -2.1570  -0.918
N -1.8896 3.9704 -1.9672  0.680
C -1.6420 2.8512 -1.1935  -0.889
S -0.1494 2.2653 -0.6648  0.475
C -0.9536 5.0716 -2.3220  1.513
C -1.7117 6.1089 -3.1473  -2.327
C -0.4642 5.7224 -1.0233  -1.724
C 0.2152 4.5772 -3.1822  -1.535
N -4.3689 1.2736 0.8020  0.896
C -5.6230 0.7467 0.5819  -0.981
C -6.3474 0.9202 1.6967  -0.783
N -5.5305 1.5224 2.6507  0.501
C -4.3126 1.7813 2.0622  0.088
S -2.9859 2.6518 2.6252  -0.462
C -6.0408 1.7764 4.0224  1.367
C -6.7397 3.1381 4.0251  -1.666
C -4.9530 1.7395 5.0960  -1.816
C -7.0401 0.6646 4.3687  -1.925
C -3.3012 -1.4978 -0.5159  -0.005
S -3.1912 -1.8714 1.1213  -0.122
H -4.8164 -5.2676 -2.6329  0.466
H -5.0976 -3.6363 -3.2527  0.390
H -5.5967 -4.0523 -1.6059  0.367
H -2.2683 -5.1859 -2.9686  0.505
H -1.4139 -3.6994 -2.5176  0.158
H -2.5993 -3.6779 -3.8314  0.360
H -3.2008 -5.6875 -0.8873  0.532
H -3.8995 -4.4742 0.1998  0.460
H -2.1842 -4.4194 -0.1765  0.155
H -3.8607 -1.9077 -3.7032  0.714
H -3.7326 0.6782 -2.8935  0.583
H -2.1973 0.8332 0.6464  -1.447
H -4.8715 2.7396 -1.4676  0.720
H -3.7214 4.8602 -2.7124  0.553
H -2.5103 6.5808 -2.5732  0.525
H -2.1328 5.6672 -4.0529  0.468
H -1.0120 6.8873 -3.4469  0.432
H -1.3188 6.0130 -0.4095  0.423
H 0.1317 6.6102 -1.2414  0.489
H 0.1422 5.0195 -0.4551  0.198
H -0.1545 4.1159 -4.1019  0.411
H 0.8154 3.8539 -2.6448  0.164
H 0.8464 5.4271 -3.4494  0.521
H -5.8974 0.2866 -0.3518  0.597
H -7.3679 0.6549 1.8964  0.505
H -6.0161 3.9263 3.8119  0.342
H -7.1879 3.3279 5.0016  0.424
H -7.5245 3.1687 3.2668  0.365
H -4.2364 2.5390 4.9638  0.433
H -4.4183 0.7877 5.0620  0.327
H -5.4291 1.8437 6.0731  0.561
H -7.9791 0.7637 3.8231  0.456
H -7.2694 0.7101 5.4325  0.453
H -6.6046 -0.3121 4.1530  0.418
C 1.7646 -0.6196 5.2811  -1.114
C 1.9461 -2.0246 4.6591  -0.645
N 0.8434 -2.4048 3.7934  0.704
C -0.2390 -3.1530 4.4096  -0.941
C -1.0599 -2.3453 5.4118  -1.035
S -1.8415 -0.8486 4.7129  0.115
C -1.0520 0.5001 5.6488  -0.539
C 0.1235 1.1983 4.9627  -0.899
N 1.0787 0.2769 4.3659  0.679
H 1.1781 -0.7035 6.1951  0.421
H 2.7520 -0.2426 5.5753  0.418
H 2.8514 -2.0156 4.0522  0.090
H 2.1119 -2.7515 5.4692  0.346
H 1.2045 -2.9473 3.0209  -0.285
H -0.9076 -3.4896 3.6132  0.397
H 0.1318 -4.0472 4.9402  0.457
H -1.8739 -2.9736 5.7729  0.555
H -0.4587 -2.0475 6.2695  0.354
H -1.8404 1.2368 5.8051  0.259
H -0.7824 0.0967 6.6249  0.524
H -0.2712 1.8326 4.1646  0.269
H 0.5838 1.8704 5.7065  0.375
H 1.7555 0.7969 3.8185  -0.158
C 3.3388 -0.8300 -1.5778  -0.909
C 3.1168 -1.9077 -2.6274  -1.252
As 4.2169 -1.6749 -4.2707  0.227
C 6.0073 -1.7160 -3.4817  0.173
C 6.3143 -2.5286 -2.3957  -0.232
C 7.6105 -2.5995 -1.9050  -0.475
C 8.6246 -1.8695 -2.5059  -0.581
C 8.3368 -1.0774 -3.6089  -0.545
C 7.0411 -1.0092 -4.0957  -0.387
C 3.9427 0.2672 -4.4106  -0.280
C 4.6577 1.2255 -3.6976  0.320
C 4.3234 2.5694 -3.7850  -0.826
C 3.2610 2.9736 -4.5812  -0.274
C 2.5414 2.0290 -5.2974  -0.621
C 2.8858 0.6874 -5.2167  -0.378
P 2.3255 -1.0445 -0.0265  1.013
C 2.9808 -2.6622 0.5481  1.312
C 2.0435 -3.6746 0.7547  -2.000
C 2.4442 -4.9517 1.1265  -0.271
C 3.7919 -5.2313 1.2883  -0.718
C 4.7349 -4.2313 1.0836  -0.853
C 4.3342 -2.9570 0.7129  -0.554
C 3.2446 0.1767 0.9992  1.054
C 3.1409 1.5142 0.6036  -0.442
C 3.7536 2.5184 1.3352  -0.787
C 4.4660 2.2094 2.4862  -0.863
C 4.5503 0.8900 2.9054  -0.728
C 3.9427 -0.1183 2.1681  -0.547
H 3.0442 0.1398 -1.9824  0.294
H 4.3936 -0.7613 -1.2981  0.566
H 2.0769 -1.9161 -2.9544  -0.006
H 3.3296 -2.9036 -2.2307  0.598
H 5.5375 -3.1192 -1.9245  0.375
H 7.8311 -3.2297 -1.0517  0.414
H 9.6361 -1.9255 -2.1245  0.392
H 9.1242 -0.5122 -4.0914  0.392
H 6.8244 -0.3959 -4.9634  0.416
H 5.4789 0.9245 -3.0596  0.407
H 4.8880 3.3010 -3.2205  0.426
H 2.9967 4.0216 -4.6441  0.426
H 1.7137 2.3394 -5.9236  0.371
H 2.3298 -0.0512 -5.7856  0.435
H 0.9916 -3.4518 0.6012  1.018
H 1.7055 -5.7289 1.2799  0.467
H 4.1121 -6.2268 1.5680  0.391
H 5.7882 -4.4496 1.2144  0.437
H 5.0789 -2.1838 0.5636  0.658
H 2.5598 1.7668 -0.2776  0.079
H 3.6645 3.5480 1.0117  0.509
H 4.9458 2.9927 3.0588  0.380
H 5.0927 0.6441 3.8107  0.449
H 4.0211 -1.1426 2.5036  0.189
C -0.6557 -0.2435 -5.0591  -1.593
C -0.3435 0.3464 -3.6802  1.901
C -0.2971 -0.6671 -2.6366  -0.223
N -0.1493 -1.5139 -1.8717  0.028
H -0.5198 0.5241 -5.8204  0.397
H -1.6827 -0.6014 -5.1039  0.353
H 0.0060 -1.0794 -5.2878  0.375
H -1.0874 1.0869 -3.3924  -0.571
H 0.6283 0.8463 -3.6858  -0.480

Atoms 1-2, force components in eV/Å:
Rb 0.078 0.024 0.375
C 0.015 0.087 0.054



3.
Formula: C56H79N11O6S3
Source: the OMol25 dataset
Level of theory: wB97M-V/def2-TZVPD

- E_HOMO: -7.735 eV
- Kohn-Sham gap: 8.09 eV
- Strongest force on any atom: 0.0717 hartree/bohr
- LUMO energy: 0.01288 Ha

Last column: Mulliken charge in e.
Element x y z (Å)
N 5.8173 1.8965 -2.6009  0.014
C 4.5189 2.2414 -2.9048  -0.983
C 3.7627 1.1467 -2.6182  -0.079
C 4.6036 0.0927 -2.1731  0.642
C 5.8810 0.5574 -2.1628  -0.795
H 6.5947 2.5162 -2.6868  0.188
H 4.2996 3.2745 -3.1692  0.522
H 2.7064 1.0968 -2.5989  0.375
H 4.2347 -0.9222 -1.9980  -0.508
H 6.8245 0.1487 -1.8381  0.485
N 3.1388 2.4909 0.7797  0.209
C 4.0002 1.4465 1.1591  -1.408
C 3.8045 1.2970 2.5275  -0.140
C 2.8564 2.2513 2.9826  -0.731
C 2.4484 2.9837 1.8798  -0.805
H 2.9439 2.6972 -0.1976  0.523
H 4.6478 0.9252 0.4592  0.353
H 4.4244 0.6250 3.1270  0.717
H 2.5628 2.4729 3.9726  0.722
H 1.6769 3.6965 1.8395  0.659
N -3.4523 0.4630 -6.4162  0.068
C -2.3214 1.2693 -6.5698  -1.155
C -1.3669 0.7072 -5.7607  -0.280
C -1.8344 -0.4906 -5.2412  0.349
C -3.1306 -0.5687 -5.5815  -0.849
H -4.3235 0.6339 -6.8487  0.175
H -2.2710 2.1383 -7.1956  0.422
H -0.3815 1.1504 -5.7836  0.617
H -1.3333 -1.3532 -4.7939  0.221
H -3.7596 -1.3957 -5.3764  0.528
N 2.9562 -3.8469 -3.8144  0.164
C 1.7578 -4.3919 -3.4868  -1.159
C 0.9206 -3.3148 -3.2447  -0.470
C 1.6606 -2.1501 -3.4429  0.525
C 2.9203 -2.4979 -3.7996  -1.516
H 3.7687 -4.3685 -4.0627  0.278
H 1.5455 -5.4295 -3.2932  0.429
H -0.1251 -3.2274 -2.9562  0.676
H 1.2852 -1.1558 -3.2496  0.439
H 3.7475 -1.8466 -4.0174  0.768
N -1.2011 -0.3322 6.6669  0.120
C -1.6290 0.6761 5.8291  -1.312
C -0.5055 1.0559 5.1350  0.509
C 0.5497 0.2690 5.5478  -0.035
C 0.1318 -0.6102 6.4841  -0.723
H -1.7496 -0.7550 7.3816  0.184
H -2.6334 1.0493 5.8351  0.384
H -0.4592 1.7536 4.3247  0.386
H 1.5833 0.3349 5.2514  0.036
H 0.5188 -1.4428 7.0293  0.427
N -5.7803 1.0835 0.5030  0.402
C -7.0137 0.8672 1.0680  -0.608
C -6.8720 0.0156 2.1807  -0.610
C -5.5048 -0.3771 2.2296  -0.823
C -4.8800 0.2680 1.1796  -0.726
H -5.6418 1.5010 -0.4037  0.175
H -7.9422 1.3363 0.7727  0.438
H -7.6868 -0.2820 2.8408  0.392
H -5.0169 -1.0679 2.8893  0.431
H -3.8703 0.1120 0.8087  0.930
N -2.1459 3.6751 4.6336  0.139
C -1.3475 4.0670 3.6473  -1.429
C -2.0290 3.8487 2.4948  0.427
C -3.3192 3.4278 2.8435  -0.701
C -3.3467 3.2548 4.1979  -0.922
H -1.8906 3.6619 5.6189  0.309
H -0.3643 4.4226 3.7771  0.472
H -1.6680 3.9375 1.4841  0.782
H -4.0906 3.1172 2.1655  0.541
H -4.1761 2.8844 4.7669  0.460
N -4.1574 -2.4059 -1.9621  0.372
C -3.9687 -3.2558 -3.0180  -0.149
C -4.8853 -4.2763 -2.8386  -0.989
C -5.6019 -3.9913 -1.6453  -0.611
C -5.1175 -2.8065 -1.1059  -0.272
H -3.5108 -1.6725 -1.7740  0.294
H -3.1733 -3.1334 -3.7461  0.453
H -5.1657 -5.0828 -3.5154  0.390
H -6.3726 -4.6275 -1.2429  0.401
H -5.4253 -2.1757 -0.2308  0.247
N 4.5425 -3.3853 4.4233  0.029
C 4.8692 -3.3192 5.7686  -0.635
C 4.5764 -2.0898 6.2317  -1.097
C 3.9711 -1.3522 5.1496  -0.148
C 3.9483 -2.2011 4.0682  -0.621
H 4.7356 -4.1828 3.8773  0.196
H 5.3196 -4.1208 6.3085  0.443
H 4.7379 -1.7068 7.2370  0.402
H 3.6488 -0.3246 5.1318  0.605
H 3.6613 -1.9696 3.0324  0.707
N -5.1011 4.3664 -3.1648  0.025
C -4.9843 4.4399 -1.8061  -1.102
C -4.4335 3.2263 -1.4440  -0.674
C -4.2210 2.4393 -2.5891  -0.065
C -4.6725 3.1134 -3.6762  -1.143
H -5.5662 5.0760 -3.7120  0.208
H -5.2315 5.3312 -1.2423  0.433
H -4.1547 3.0586 -0.4009  0.916
H -3.7646 1.4491 -2.5946  0.657
H -4.7250 2.8623 -4.7290  0.544
N 0.2008 -2.7137 3.5619  0.051
C 0.4588 -3.6982 2.5721  -0.310
C -0.7641 -4.0062 2.0193  -1.009
C -1.7826 -3.1126 2.5896  -0.314
C -1.1705 -2.3261 3.5621  -0.446
H 0.9507 -2.3042 4.1017  0.256
H 1.3964 -4.2158 2.4539  0.505
H -0.8960 -4.7625 1.2165  0.410
H -2.8356 -3.1456 2.4165  0.614
H -1.5755 -1.5116 4.1848  0.207
C -0.8016 3.2620 -3.6540  -0.081
C -1.2067 3.9909 -2.3988  0.833
C -0.1609 5.1012 -2.1136  -1.317
S 1.3442 4.2487 -2.3855  1.040
O 1.6177 3.4921 -1.1665  -0.617
O 2.4449 5.1024 -2.8714  -0.827
C 0.6741 3.0668 -3.6186  -0.007
H -1.0574 3.8758 -4.5616  0.340
H -1.3684 2.3800 -3.7663  -0.112
H -1.1660 3.2512 -1.5682  -0.695
H -2.1826 4.4542 -2.5291  0.382
H -0.2357 5.4303 -1.0716  0.497
H -0.2417 5.8871 -2.8804  0.422
H 0.9242 2.0547 -3.3198  -0.854
H 1.2285 3.3834 -4.4791  0.709
C 5.0747 -2.2867 0.2794  -0.325
C 3.6198 -2.6920 0.1590  3.565
C 3.6115 -4.2647 0.0908  -1.111
S 5.1960 -4.7882 -0.6997  1.116
O 4.9621 -5.3028 -2.0375  -0.644
O 6.0205 -5.5497 0.2356  -0.716
C 5.8899 -3.1081 -0.6993  -0.822
H 5.4579 -2.3683 1.2854  0.531
H 5.3255 -1.1944 0.1452  -0.259
H 3.2014 -2.3978 -0.8214  -1.475
H 2.9475 -2.3316 0.9258  -1.371
H 2.8490 -4.8150 -0.4723  0.517
H 3.6330 -4.6359 1.1131  0.346
H 5.7790 -2.6998 -1.7205  0.231
H 6.9411 -3.0963 -0.4246  0.633
C -0.2142 0.6386 1.4343  -0.724
C 0.7570 -0.4366 0.9936  1.937
C 0.0556 -1.1249 -0.1702  -0.086
S -0.7453 0.1392 -1.1180  0.231
O -2.1100 -0.2394 -1.4359  0.160
O 0.1212 0.5804 -2.2182  -0.089
C -0.5904 1.3622 0.1411  0.184
H 0.3092 1.3145 2.1068  -0.221
H -1.1105 0.3449 1.9581  0.372
H 0.9250 -1.1772 1.7794  -0.685
H 1.6748 0.1204 0.6892  -0.603
H -0.6548 -1.7599 0.3211  0.160
H 0.7107 -1.6272 -0.8765  -0.373
H -1.4682 1.9856 0.1606  0.289
H 0.2285 1.9325 -0.2357  -0.503

Atoms 1-2, force components in eV/Å:
N -0.146 -1.204 0.206
C 1.018 0.196 0.651